Record 1
A cluster of 9 separate species, C18H54O9 in total, computed with the ωB97M-V functional and the def2-TZVPD basis.

CARTESIAN COORDINATES (ANGSTROEM)
1 C 4.1796 5.0591 0.6458
2 C 3.0572 4.3307 -0.0801
3 C 3.4654 2.9428 -0.5405
4 O 1.9047 4.2596 0.7670
5 H 4.4632 4.5208 1.5510
6 H 3.8242 6.0497 0.9358
7 H 5.0501 5.2170 0.0047
8 H 2.7104 4.9375 -0.9182
9 H 4.3324 3.0050 -1.2027
10 H 2.6617 2.4902 -1.1324
11 H 3.6435 2.2798 0.3062
12 H 2.1179 3.6724 1.5079
13 C -2.9887 1.8398 -3.1815
14 C -3.3990 2.9111 -2.1901
15 C -2.7670 2.7065 -0.8277
16 O -3.0060 4.1858 -2.6837
17 H -3.3509 0.8438 -2.9142
18 H -1.8982 1.7987 -3.2188
19 H -3.3903 2.0544 -4.1743
20 H -4.4902 2.8421 -2.0646
21 H -3.2695 1.9246 -0.2585
22 H -2.8891 3.6303 -0.2551
23 H -1.6933 2.5171 -0.8772
24 H -3.4948 4.3791 -3.4883
25 C 0.2870 -6.2737 1.3356
26 C 1.4533 -5.3194 1.3090
27 C 1.3362 -4.2689 2.3866
28 O 2.6822 -6.0435 1.4079
29 H 0.2237 -6.7213 2.3327
30 H 0.4231 -7.0566 0.5930
31 H -0.6625 -5.7715 1.1365
32 H 1.5220 -4.8271 0.3364
33 H 0.4240 -3.6838 2.2165
34 H 2.1784 -3.5798 2.3839
35 H 1.2359 -4.7170 3.3810
36 H 2.7670 -6.3898 2.3026
37 C -4.3432 -1.5787 -0.7419
38 C -5.8166 -1.3866 -0.4196
39 C -6.3627 0.0190 -0.3347
40 O -6.6333 -2.0470 -1.3894
41 H -4.1839 -2.5850 -1.1253
42 H -3.7191 -1.4438 0.1438
43 H -4.0146 -0.8460 -1.4827
44 H -6.0152 -1.8692 0.5513
45 H -7.4373 -0.0522 -0.1601
46 H -6.2455 0.6250 -1.2377
47 H -5.9635 0.6198 0.4858
48 H -6.4376 -2.9879 -1.3754
49 C 1.4955 1.1216 -3.3963
50 C 2.9540 1.1464 -3.8224
51 C 3.2782 0.0285 -4.7695
52 O 3.1839 2.3610 -4.5660
53 H 1.2339 2.0504 -2.8761
54 H 1.1846 0.3132 -2.7327
55 H 0.8739 1.0954 -4.2949
56 H 3.6299 1.1534 -2.9626
57 H 4.3447 -0.0608 -4.9658
58 H 2.7522 0.1693 -5.7143
59 H 2.9157 -0.9240 -4.3670
60 H 3.0258 3.1096 -3.9830
61 C -0.8763 -1.3494 1.5487
62 C 0.4327 -0.6155 1.8198
63 C 0.6530 0.4277 0.7519
64 O 0.3415 0.1044 3.0582
65 H -1.5650 -0.6730 1.0419
66 H -1.3009 -1.7456 2.4709
67 H -0.7188 -2.1939 0.8693
68 H 1.2546 -1.3393 1.8499
69 H 0.4887 0.0077 -0.2395
70 H 1.6438 0.8775 0.8019
71 H -0.0768 1.2158 0.9511
72 H 0.2806 -0.5284 3.7836
73 O 0.4399 -1.8707 5.1899
74 H -0.0367 -2.6629 5.4545
75 H 0.7236 -1.4530 6.0098
76 O 2.2344 2.2614 2.8772
77 H 3.0280 1.8233 3.1948
78 H 1.5383 1.5879 2.9180
79 O 3.3195 -2.3881 4.5451
80 H 2.3591 -2.3172 4.4999
81 H 3.4938 -2.9455 5.3075

Cartesian forces (eV/Å) of the 6 atoms listed first:
C -0.146 0.385 -0.218
C -0.404 -0.004 0.657
C -0.363 0.070 -0.663
O 0.195 -0.019 -0.222
H 0.112 -0.064 -0.031
H -0.011 -0.063 0.104

Properties
Energy relative to the best compared isomer or geometry (same formula, charge and spin) ... 14.1 kcal per mole
Gap between HOMO and LUMO ... 9.22 eV
Total charge ... 0
LUMO ... -0.31 eV
SMILES string ... CC(C)O.CC(C)O.CC(C)O.CC(C)O.CC(C)O.CC(C)O.O.O.O


Record 2
A cluster of 9 separate species, C18H54O9S9 in total, computed with the ωB97M-V functional and the def2-TZVPD basis.

CARTESIAN COORDINATES (ANGSTROEM)
1 C 6.3315 0.9727 -2.4320
2 S 6.0162 0.0251 -0.8295
3 O 4.5496 0.4367 -0.4810
4 C 5.7150 -1.6685 -1.4920
5 H 7.0456 1.7813 -2.2760
6 H 5.4972 1.4520 -2.9441
7 H 6.7904 0.3262 -3.1800
8 H 6.1797 -2.4262 -0.8610
9 H 6.1745 -1.7251 -2.4788
10 H 4.6482 -1.8869 -1.4436
11 C -4.1806 4.5005 3.2394
12 S -2.3869 4.7237 2.7936
13 O -1.7593 3.6218 3.7023
14 C -2.4519 4.0510 1.0709
15 H -4.7319 5.2794 2.7127
16 H -4.1642 4.7638 4.2970
17 H -4.5337 3.4975 2.9996
18 H -1.4450 3.7096 0.8304
19 H -2.8405 4.8001 0.3810
20 H -3.1179 3.1903 1.0102
21 C -0.9665 0.2542 7.8941
22 S -0.8002 0.7600 6.1427
23 O -0.6459 -0.5035 5.3027
24 C -2.5131 1.4639 5.9732
25 H -1.1435 1.1169 8.5364
26 H -0.0257 -0.2272 8.1610
27 H -1.7467 -0.5065 7.8695
28 H -3.2346 0.6696 6.1650
29 H -2.7382 1.7699 4.9516
30 H -2.6721 2.2857 6.6713
31 C -0.7050 1.0337 -4.4977
32 S -2.4903 1.4433 -4.5902
33 O -3.2023 0.0832 -4.2712
34 C -2.4097 2.2931 -2.9526
35 H -0.2097 1.9989 -4.6038
36 H -0.2840 0.5152 -5.3591
37 H -0.4484 0.5189 -3.5718
38 H -3.3810 2.5907 -2.5576
39 H -1.7311 3.1460 -2.9400
40 H -2.0586 1.5162 -2.2734
41 C 1.4047 -0.4920 -0.4258
42 S 0.7544 0.9616 0.4858
43 O -0.2025 1.7865 -0.4131
44 C -0.1966 0.1135 1.8345
45 H 2.1289 -0.1913 -1.1829
46 H 0.5550 -0.9574 -0.9254
47 H 1.8408 -1.2504 0.2243
48 H -0.3573 0.7959 2.6692
49 H 0.2816 -0.7747 2.2474
50 H -1.1872 -0.1727 1.4810
51 C -1.6394 -3.0460 -0.6867
52 S -0.9399 -3.4528 1.0170
53 O -2.0284 -4.2110 1.7965
54 C 0.2720 -4.7390 0.4609
55 H -2.2214 -3.8206 -1.1862
56 H -0.8038 -2.7004 -1.2953
57 H -2.3192 -2.1959 -0.6291
58 H 1.0909 -4.3156 -0.1207
59 H -0.1530 -5.4231 -0.2737
60 H 0.8046 -5.3713 1.1712
61 C 2.4221 -3.7260 -5.5912
62 S 2.3484 -2.2438 -4.4561
63 O 1.3355 -1.2121 -4.9445
64 C 1.4975 -3.1742 -3.0735
65 H 2.5326 -3.2825 -6.5808
66 H 1.5150 -4.3271 -5.5281
67 H 3.2447 -4.4002 -5.3528
68 H 0.4571 -3.3098 -3.3690
69 H 1.3945 -2.5510 -2.1851
70 H 1.8817 -4.1792 -2.8993
71 C 3.0334 2.5209 -5.3625
72 S 2.6947 3.7644 -4.0329
73 O 3.9956 4.4952 -3.6611
74 C 2.4572 2.5177 -2.7224
75 H 4.0059 2.0324 -5.3021
76 H 3.2900 3.0660 -6.2709
77 H 2.2254 1.8197 -5.5715
78 H 3.0826 1.6414 -2.8930
79 H 1.4752 2.0454 -2.7490
80 H 2.7204 2.7505 -1.6906
81 C -3.6150 -2.4783 5.4505
82 S -4.0376 -2.4807 3.6649
83 O -5.6046 -2.6160 3.7361
84 C -3.7466 -0.6700 3.3179
85 H -2.7739 -1.7938 5.5604
86 H -3.2937 -3.4828 5.7261
87 H -4.4256 -2.1212 6.0857
88 H -4.1547 -0.2925 2.3804
89 H -2.6821 -0.4380 3.3514
90 H -4.2893 -0.0653 4.0445

Cartesian forces (eV/Å) of the 6 atoms listed first:
C 0.862 -0.379 -0.214
S -3.508 0.858 -1.154
O 2.252 -0.271 0.076
C 0.898 0.083 0.113
H 0.060 -0.085 0.512
H -0.632 -0.395 0.734

Properties
Energy relative to the best compared isomer or geometry (same formula, charge and spin) ... 20.3 kcal per mole
Gap between HOMO and LUMO (spin up / spin down) ... 1.53 / 8.34 eV
Total charge ... -1
LUMO (spin up / spin down) ... 1.62 / 1.62 eV
Spin multiplicity ... 2


Record 3
A cluster of 9 separate species, C18H54O9S9 in total, computed with the ωB97M-V functional and the def2-TZVPD basis.

CARTESIAN COORDINATES (ANGSTROEM)
1 C 10.7765 -4.1751 -5.2098
2 S 10.7679 -4.8639 -3.5092
3 O 12.1174 -4.2914 -3.0200
4 C 9.4143 -3.6901 -2.8712
5 H 10.8623 -3.0889 -5.2368
6 H 9.8019 -4.3065 -5.6798
7 H 11.5830 -4.7437 -5.6728
8 H 9.5189 -2.6825 -3.2736
9 H 9.5376 -3.6740 -1.7883
10 H 8.4113 -4.1122 -2.9338
11 C -10.3163 -2.9107 0.9291
12 S -8.7524 -2.4296 1.7181
13 O -8.7342 -2.8911 3.1755
14 C -7.6753 -3.4613 0.7234
15 H -11.0142 -2.1113 1.1782
16 H -10.7778 -3.8466 1.2440
17 H -10.5293 -3.0748 -0.1273
18 H -7.7341 -4.5203 0.9744
19 H -6.6281 -3.2095 0.8914
20 H -7.7005 -3.2533 -0.3463
21 C -5.0184 5.6678 3.9676
22 S -6.3621 6.0251 5.1581
23 O -7.4505 6.8251 4.4785
24 C -6.8688 4.3202 5.5733
25 H -4.5658 6.5965 3.6203
26 H -5.3853 4.9563 3.2278
27 H -4.1988 5.2189 4.5286
28 H -6.0895 3.8311 6.1578
29 H -7.0274 3.7310 4.6700
30 H -7.8033 4.3137 6.1344
31 C 9.1130 5.3365 -4.8067
32 S 7.4256 4.7487 -5.2370
33 O 7.6712 3.3241 -5.7651
34 C 6.9211 4.5859 -3.4833
35 H 9.0448 6.3447 -4.3980
36 H 9.6876 5.4064 -5.7303
37 H 9.7450 4.7800 -4.1146
38 H 7.6816 4.3324 -2.7447
39 H 6.2252 3.7598 -3.6294
40 H 6.3027 5.4354 -3.1935
41 C -2.8322 -8.6186 -6.1725
42 S -1.8129 -7.1480 -6.1299
43 O -2.1596 -6.1639 -7.2102
44 C -2.3439 -6.3240 -4.5846
45 H -2.3744 -9.4517 -5.6393
46 H -2.8962 -8.9180 -7.2186
47 H -3.8096 -8.3815 -5.7523
48 H -1.9646 -6.7463 -3.6541
49 H -3.4193 -6.1493 -4.5502
50 H -1.8777 -5.3396 -4.6270
51 C 9.7290 4.0700 4.2821
52 S 8.4200 2.7243 4.5645
53 O 8.1938 2.0250 3.1721
54 C 9.4680 1.6566 5.7065
55 H 10.7036 3.6037 4.1377
56 H 9.9635 4.7137 5.1299
57 H 9.4627 4.6902 3.4262
58 H 10.1846 1.0965 5.1059
59 H 8.7705 0.9901 6.2139
60 H 10.1107 2.2570 6.3504
61 C -8.3510 3.6102 -3.1218
62 S -8.7019 3.1847 -4.9067
63 O -9.6382 2.0323 -4.7648
64 C -9.7652 4.7250 -5.1824
65 H -7.7681 2.8996 -2.5358
66 H -9.1969 3.6935 -2.4394
67 H -7.9500 4.6052 -2.9289
68 H -10.1964 4.4923 -6.1561
69 H -9.2811 5.7016 -5.1780
70 H -10.5960 4.7750 -4.4785
71 C -2.9153 -2.3028 8.2351
72 S -1.5241 -1.6333 7.0947
73 O -0.3129 -1.9152 7.8802
74 C -1.5861 -3.0963 5.9314
75 H -2.8503 -3.3738 8.4270
76 H -3.9014 -2.2761 7.7715
77 H -3.0065 -1.7153 9.1487
78 H -0.8076 -3.8210 6.1699
79 H -1.3005 -2.6462 4.9807
80 H -2.5530 -3.5958 5.8713
81 C 2.3454 -0.3480 0.1400
82 S 0.6793 -0.0435 -0.6711
83 O -0.3235 -1.0364 -0.1612
84 C 0.0066 1.3735 0.2966
85 H 3.1359 0.3254 -0.1915
86 H 2.7555 -1.3288 -0.1009
87 H 2.4330 -0.1061 1.1992
88 H -1.0763 1.4696 0.3751
89 H 0.5005 2.2135 -0.1917
90 H 0.2534 1.3481 1.3580

Cartesian forces (eV/Å) of the 6 atoms listed first:
C -0.990 -0.555 0.275
S 1.307 3.266 0.132
O -2.155 -1.219 -0.162
C 0.596 -0.966 0.697
H 0.804 -0.127 0.528
H 0.018 -0.729 -0.203

Properties
Energy relative to the best compared isomer or geometry (same formula, charge and spin) ... 120.3 kcal per mole
Gap between HOMO and LUMO ... 8.82 eV
Total charge ... 0
LUMO ... 0.09 eV


Record 4
A cluster of 7 separate species, C18H55N8O7 in total, computed with the ωB97M-V functional and the def2-TZVPD basis.

CARTESIAN COORDINATES (ANGSTROEM)
1 O 0.0464 -0.2251 -0.4683
2 H 0.6654 0.4842 -0.6563
3 H 0.5186 -1.0608 -0.4839
4 H -0.5653 -0.2196 -1.2081
5 C 2.7524 -0.9171 -2.8790
6 O 1.8516 -0.1458 -2.4580
7 N 2.6037 -1.8641 -3.8536
8 N 3.9559 -1.0465 -2.2876
9 H 3.4071 -2.2426 -4.3347
10 H 1.7371 -1.9807 -4.3590
11 H 4.3133 -0.4979 -1.5186
12 H 4.3321 -1.9775 -2.3971
13 C 0.8732 -3.8652 -0.8280
14 O 0.6821 -2.7037 -0.4699
15 N 1.4136 -4.1753 -1.9775
16 N 0.7861 -4.9194 -0.1254
17 H 1.7251 -3.5563 -2.7123
18 H 1.5845 -5.1669 -2.0650
19 H 0.7893 -5.8744 -0.4541
20 H 0.4538 -4.7298 0.8094
21 C 0.1042 3.7910 -2.7677
22 C 0.5184 3.5203 -1.2224
23 C -0.6513 3.5778 -0.2884
24 O -0.2438 3.6534 1.0580
25 C -1.3132 3.7109 2.0018
26 N 1.1285 2.1216 -1.0786
27 H -0.3841 2.9264 -3.2173
28 H 0.9970 4.0014 -3.3566
29 H -0.5630 4.6475 -2.8636
30 H 1.1932 4.3506 -1.0140
31 H -1.2511 2.6966 -0.5160
32 H -1.2585 4.4737 -0.4175
33 H -1.7630 4.7014 2.0700
34 H -1.1591 3.3945 3.0335
35 H -2.1815 3.0778 1.8193
36 H 1.9109 2.0852 -0.4409
37 H 1.6504 2.0091 -1.9360
38 C -2.6584 0.0219 5.5293
39 C -2.7005 0.3486 3.9392
40 C -1.4018 -0.0256 3.0966
41 O -1.0211 -1.4081 3.1740
42 C -1.7901 -2.4203 2.6040
43 N -3.8945 -0.2853 3.4172
44 H -1.9670 0.7592 5.9373
45 H -2.3206 -0.9922 5.7427
46 H -3.6367 0.1557 5.9910
47 H -2.8005 1.4209 3.7711
48 H -0.6114 0.7097 3.2471
49 H -1.5572 0.1124 2.0265
50 H -2.6513 -2.5666 3.2560
51 H -1.2490 -3.3663 2.5898
52 H -2.0764 -2.2517 1.5659
53 H -4.6065 -0.4663 4.1104
54 H -3.7536 -1.2051 3.0244
55 C 2.3471 -0.4631 3.2702
56 C 2.7191 0.5771 2.1986
57 C 3.8891 1.5326 2.5352
58 O 3.5553 2.4071 3.5866
59 C 2.8685 3.6027 3.1959
60 N 2.6911 -0.0834 0.9333
61 H 3.3409 -0.7909 3.5753
62 H 1.7542 -1.2521 2.8077
63 H 1.7170 -0.0754 4.0706
64 H 1.8514 1.2368 2.1972
65 H 4.2659 2.0892 1.6771
66 H 4.7610 0.9915 2.9027
67 H 1.9954 3.4117 2.5719
68 H 3.5253 4.4015 2.8515
69 H 2.4688 4.0502 4.1059
70 H 3.2491 0.2305 0.1521
71 H 2.8856 -1.0581 1.1125
72 C -1.1595 -0.0005 -4.2703
73 C -2.1073 -0.6387 -3.2563
74 C -2.1540 -2.1582 -3.0544
75 O -2.2108 -2.9837 -4.2777
76 C -3.5185 -2.9693 -4.9561
77 N -1.9956 0.1194 -2.0292
78 H -1.5053 -0.2582 -5.2713
79 H -0.1888 -0.4354 -4.0323
80 H -1.1797 1.0816 -4.1406
81 H -3.1408 -0.3731 -3.4785
82 H -3.0868 -2.2439 -2.4969
83 H -1.3781 -2.5830 -2.4175
84 H -3.3357 -3.6263 -5.8064
85 H -3.6514 -1.9226 -5.2294
86 H -4.2738 -3.4093 -4.3049
87 H -2.0884 1.0863 -2.3061
88 H -2.8736 -0.0886 -1.5754

Cartesian forces (eV/Å) of the 6 atoms listed first:
O -0.163 -0.335 2.083
H 1.028 1.697 -0.260
H 0.845 -1.817 0.149
H -1.977 0.256 -1.358
C -1.270 0.687 1.278
O 1.218 -1.041 -1.270

Properties
Gap between HOMO and LUMO (spin up / spin down) ... 2.21 / 9.07 eV
Total charge ... 0
LUMO (spin up / spin down) ... 0.31 / 0.27 eV
Spin multiplicity ... 2


Record 5
A structure of composition C18H56AsF6N6O10, computed with the ωB97M-V functional and the def2-TZVPD basis.

CARTESIAN COORDINATES (ANGSTROEM)
1 As -0.5063 -0.5581 0.2861
2 F -1.1561 0.9032 1.0522
3 F 1.1133 -0.3411 1.0402
4 F 0.0245 -2.1499 -0.3743
5 F -2.0197 -0.7426 -0.6277
6 F 0.0519 0.4214 -1.1781
7 F -1.1354 -1.4825 1.7002
8 C -5.1523 -5.5880 0.7673
9 O -5.6953 -4.2691 0.6993
10 H -4.0812 -5.5581 0.9675
11 H -5.6625 -6.2135 1.4998
12 H -5.2031 -6.0970 -0.1952
13 H -4.9969 -3.7601 0.2811
14 C 2.0832 5.4335 4.9616
15 O 3.3815 6.0277 4.6515
16 H 1.3598 5.4523 4.1465
17 H 2.2640 4.4621 5.4220
18 H 1.6124 5.9548 5.7951
19 H 3.3604 6.3269 3.7396
20 C -5.4743 -0.7053 -6.5273
21 O -6.2199 0.1480 -7.2327
22 H -4.4061 -0.4898 -6.5047
23 H -5.8101 -0.6184 -5.4939
24 H -5.6052 -1.7425 -6.8360
25 H -5.7837 0.9966 -7.1260
26 C 2.4189 1.4539 -7.3828
27 O 2.9269 1.4284 -8.4648
28 N 1.5555 2.3982 -7.0631
29 N 2.6427 0.5640 -6.4621
30 H 1.0407 2.2936 -6.2005
31 H 1.2732 3.1040 -7.7281
32 H 2.3691 0.7804 -5.5142
33 H 3.1585 -0.2408 -6.7881
34 C -6.8935 -1.3341 6.0387
35 O -7.0251 -0.8429 7.0931
36 N -7.3606 -2.5283 5.6449
37 N -6.1791 -0.8344 5.0903
38 H -8.0669 -3.0440 6.1502
39 H -7.2554 -2.7732 4.6707
40 H -5.5908 -0.0222 5.2097
41 H -6.0205 -1.4858 4.3350
42 C 4.3614 -8.3689 -2.5238
43 O 4.6722 -9.1629 -3.3406
44 N 5.0689 -8.1642 -1.4543
45 N 3.4289 -7.4825 -2.5645
46 H 6.0222 -8.4954 -1.4131
47 H 4.8398 -7.3218 -0.9464
48 H 3.0441 -7.3860 -3.4934
49 H 3.2269 -6.8056 -1.8427
50 C -6.5773 5.0885 -4.0560
51 C -5.2789 5.7270 -4.5830
52 C -4.1272 5.7415 -3.5834
53 O -4.8558 5.0514 -5.7669
54 H -7.3574 5.2604 -4.7977
55 H -6.9020 5.7494 -3.2523
56 H -6.5650 4.0552 -3.7094
57 H -5.5049 6.6984 -5.0227
58 H -3.1658 5.9372 -4.0584
59 H -4.0083 4.7941 -3.0577
60 H -4.3237 6.5499 -2.8792
61 H -4.2533 5.6039 -6.2702
62 C 7.1352 -1.6902 -0.2443
63 C 7.0932 -2.5399 1.0547
64 C 7.5704 -1.7190 2.2745
65 O 5.8315 -2.9196 1.3993
66 H 6.8633 -0.6441 -0.1031
67 H 6.4913 -2.1278 -1.0072
68 H 8.0894 -1.7372 -0.7690
69 H 7.6998 -3.3989 0.7679
70 H 6.9780 -0.8508 2.5636
71 H 8.6213 -1.4514 2.1645
72 H 7.5975 -2.3432 3.1676
73 H 5.3844 -2.0754 1.4952
74 C -1.2647 -6.2275 9.2327
75 C -1.6760 -5.0382 8.3184
76 C -0.8532 -3.7697 8.3972
77 O -1.6518 -5.5556 7.0183
78 H -0.2777 -6.6101 8.9727
79 H -2.0035 -7.0287 9.2517
80 H -1.2319 -6.0065 10.2996
81 H -2.7123 -4.7378 8.4732
82 H 0.2268 -3.9143 8.3661
83 H -0.9738 -3.2251 9.3337
84 H -0.9892 -2.9539 7.6873
85 H -1.7414 -4.8307 6.3954
86 C 3.7292 8.1729 -3.1461
87 C 3.6590 7.1364 -2.0117
88 C 4.4439 5.8070 -2.3821
89 O 4.2620 7.6762 -0.8962
90 H 4.7301 8.2540 -3.5700
91 H 3.3415 9.1379 -2.8196
92 H 3.0540 7.8433 -3.9358
93 H 2.6188 6.8834 -1.8063
94 H 4.0053 5.4301 -3.3060
95 H 4.3766 5.0296 -1.6211
96 H 5.4245 6.1748 -2.6841
97 H 5.0670 8.0533 -1.2588

Cartesian forces (eV/Å) of the 6 atoms listed first:
As 0.057 -0.227 -0.595
F 0.718 -0.821 -0.564
F -1.654 -0.132 -0.669
F -0.171 1.636 0.300
F 0.706 -0.084 0.850
F -0.230 -1.242 1.823

Properties
Energy relative to the best compared isomer or geometry (same formula, charge and spin) ... 64.1 kcal per mole
Gap between HOMO and LUMO ... 10.02 eV
Total charge ... -1
LUMO ... 1.72 eV